The following is a quantum chemistry calculation of a single C4H8N2O molecule in a non-equilibrium geometry, from the Open Molecules 2025 dataset.

```
15
Properties=species:S:1:pos:R:3:forces:R:3:mulliken_charge:R:1
N 2.02778 -0.49320 -1.25810 -0.1 0.1 0.2 -0.427
C 1.10154 -0.75527 -0.24429 0.6 0.3 1.5 0.413
O 0.83258 -1.90871 0.03306 0.0 0.8 0.2 -0.554
C 0.62873 0.51859 0.77510 0.5 -0.9 -0.7 -0.433
N -0.73061 0.96612 0.58768 0.2 0.2 0.1 -0.313
C -1.80429 -0.01423 0.53378 0.0 -0.2 0.1 -0.256
C -1.23339 0.59179 -0.70324 0.3 -0.3 -0.4 -0.313
H 2.54160 -1.30377 -1.59281 -0.6 0.1 0.1 0.235
H 1.90237 0.22536 -1.95828 0.0 0.2 0.5 0.232
H 0.73344 0.21352 1.83121 0.3 -0.3 -0.6 0.307
H 1.27889 1.38788 0.59526 0.0 -0.4 -0.1 0.287
H -1.57835 -1.06763 0.68783 0.1 0.2 0.1 0.197
H -2.72983 0.33472 0.99604 0.2 -0.1 -0.4 0.237
H -0.45757 -0.08249 -1.14134 -1.6 0.7 -0.8 0.135
H -1.72968 1.33978 -1.32590 0.1 -0.3 0.2 0.253
```
Forces are in eV/Å.

SMILES ... NC(=O)CN1CC1
Electronic energy ... -341.90096 Eh
Highest occupied orbital energy ... -9.1 eV
Total charge ... 0

=====

The following is a quantum chemistry calculation of a molecular structure, C16H26AsN4O4Tc, from the Open Molecules 2025 dataset.

```
52
Properties=species:S:1:pos:R:3:forces:R:3:mulliken_charge:R:1
Tc -0.02844 0.09782 -0.89422 -0.1 -0.1 0.1 0.760
C -0.04064 -3.09555 1.30500 0.0 0.0 0.0 -1.032
C 1.08518 -2.57989 0.49176 0.0 -0.1 0.0 0.097
N 1.11363 -1.46744 -0.24888 0.0 0.0 0.0 0.154
C 2.37485 -1.40580 -0.83879 0.1 0.0 0.0 0.019
C 3.10548 -2.48395 -0.45340 0.0 0.0 0.0 0.016
N 2.26862 -3.19598 0.36154 0.0 0.0 0.0 0.011
C 4.49615 -3.04759 -0.66531 0.0 0.0 0.0 0.606
O 5.34582 -2.37676 -1.40980 0.0 0.0 0.0 -0.430
O 4.72409 -4.08431 -0.12085 0.0 0.0 0.0 -0.478
C 2.68103 -0.23225 -1.63310 -0.1 0.0 0.0 0.769
O 3.66651 0.08187 -2.19220 0.0 0.0 0.0 -0.481
O 1.52375 0.62330 -1.67068 0.1 0.1 -0.1 -0.554
H -0.83715 -2.35620 1.36642 0.0 0.0 0.0 0.052
H 0.29517 -3.33163 2.31540 0.0 0.0 0.0 0.441
H -0.44037 -4.01119 0.86527 0.0 0.0 0.0 0.344
H 2.57165 -4.07046 0.78993 0.0 0.0 0.0 0.295
H 5.00981 -1.54073 -1.77221 0.0 0.0 0.0 0.343
C -2.62146 2.14369 2.03204 0.0 0.0 0.0 -1.142
C -1.27688 1.52878 2.39703 0.0 0.0 0.0 -0.667
As 0.10552 1.71904 1.02861 0.0 0.1 0.0 0.737
C -0.25647 3.18250 -0.20184 0.0 0.0 0.0 -0.743
C -1.10340 2.59551 -1.33261 0.0 0.0 0.0 -0.785
C 1.87174 1.86040 1.83037 0.0 0.0 0.0 -0.534
C 1.97287 3.17907 2.60028 0.0 0.0 0.0 -1.219
H -3.29828 2.03112 2.87887 0.0 0.0 0.0 0.408
H -3.08749 1.65714 1.17389 0.0 0.0 0.0 0.162
H -2.54271 3.21056 1.82712 0.0 0.0 0.0 0.370
H -1.34420 0.46793 2.64397 0.0 0.0 0.0 0.464
H -0.83210 2.02233 3.26528 0.0 0.0 0.0 0.579
H 0.70773 3.53910 -0.56694 0.0 0.0 0.0 0.515
H -0.76105 4.01165 0.29253 0.0 0.0 0.0 0.527
H -0.55282 1.84061 -1.95586 0.0 0.0 0.0 0.253
H -1.32218 3.33863 -2.10342 0.0 0.0 0.0 0.474
H -2.06469 2.20697 -0.99283 0.0 0.0 0.0 0.261
H 2.59180 1.81228 1.01223 0.0 0.0 0.0 0.403
H 2.01015 0.99029 2.47322 0.0 0.0 0.0 0.431
H 1.83369 4.04370 1.95126 0.0 0.0 0.0 0.370
H 2.97323 3.25123 3.02765 0.0 0.0 0.0 0.378
H 1.26469 3.23352 3.42666 0.0 0.0 0.0 0.387
C -3.20107 -1.19482 0.00217 0.0 0.0 0.0 -0.751
C -2.73589 -1.21374 -1.40867 0.0 0.0 0.0 0.287
N -1.56532 -0.72795 -1.86616 0.0 0.0 0.0 0.298
C -1.52982 -0.92757 -3.25412 0.0 0.1 0.0 -0.601
C -2.68553 -1.51930 -3.61158 0.0 -0.1 0.0 -0.575
N -3.41151 -1.69050 -2.44643 0.0 0.0 0.0 -0.004
H -2.45537 -0.72056 0.64730 0.0 0.0 0.0 -0.213
H -3.38341 -2.20468 0.37213 0.0 0.0 0.0 0.407
H -4.13000 -0.62987 0.09542 0.0 0.0 0.0 0.418
H -0.69597 -0.62177 -3.86451 0.0 0.0 0.0 0.507
H -3.05453 -1.83207 -4.57422 0.0 0.0 0.0 0.423
H -4.33442 -2.10651 -2.39474 0.0 0.0 0.0 0.242
```
Forces are in eV/Å.

Electronic energy ... -3460.83304 Eh
Highest occupied orbital energy (spin up / spin down) ... -19.1 / -19.1 eV
Spin multiplicity ... 2
Total charge ... +3
<S²> ... 0.761